A structure of composition C38H35GeN4O5Ti in a non-equilibrium geometry, computed with wB97M-V/def2-TZVPD.

HOMO energy (alpha / beta): -12.87 / -12.87 eV
net charge: +2
expectation value of S²: 0.755
E_LUMO (alpha / beta): -6.11 / -6.15 eV
orbital gap (alpha / beta): 6.8 / 6.7 eV
multiplicity: 2
total energy: -4990.34160 Ha

```
84
Properties=species:S:1:pos:R:3:forces:R:3
Ge 2.000 2.889 1.767 -0.1 -0.2 0.0
Ti -0.027 -0.263 0.085 0.0 0.1 -1.0
O 1.362 -0.378 2.632 -0.1 0.3 0.1
O -2.916 -2.379 0.520 0.0 0.2 -0.2
O -1.179 1.754 -0.962 0.0 0.2 0.1
O -1.647 -0.813 -0.465 -1.6 -0.8 -0.7
O 0.901 1.173 1.093 1.2 1.7 0.9
N -1.657 0.789 1.573 0.0 -0.3 0.3
N 0.667 -1.851 -1.156 0.4 -0.8 -0.6
N 1.152 0.601 -1.540 0.4 0.3 -0.7
N -0.088 -2.305 1.347 0.1 0.0 -0.1
C -0.282 -3.762 3.245 0.0 -0.1 0.0
C -0.711 5.754 0.135 0.0 -0.1 -0.1
C 0.604 0.453 2.191 0.4 0.0 1.9
C 0.616 -3.831 -3.096 0.0 0.0 0.1
C 0.918 -1.559 -2.443 0.0 -0.3 0.1
C 0.125 4.652 0.243 0.0 0.1 0.0
C 3.649 2.606 0.746 -0.6 0.1 0.3
C -2.447 -1.277 0.486 -1.0 -0.3 0.6
C 3.958 1.375 0.226 0.0 0.1 0.2
C 1.778 0.349 -3.842 -0.1 -0.2 0.0
C 6.173 2.131 -0.327 0.0 -0.1 0.0
C 1.274 -0.154 -2.651 0.2 0.3 -0.1
C -0.376 -2.528 2.631 0.0 0.0 0.1
C -0.443 6.206 2.481 -0.1 0.0 0.1
C 6.543 5.681 0.717 0.1 -0.1 -0.1
C 0.387 5.100 2.599 0.0 -0.1 0.0
C 2.215 1.660 -3.893 0.0 0.1 0.2
C -0.761 0.840 2.745 -0.1 0.0 -0.2
C 4.317 4.949 1.262 -0.1 -0.1 0.0
C 5.888 3.410 0.205 -0.2 0.0 0.1
C 0.432 -4.640 1.162 0.0 0.0 -0.1
C 0.454 -3.129 -0.819 0.1 0.1 -0.1
C 0.164 -4.841 2.504 0.0 0.1 0.0
C 4.599 3.661 0.746 0.2 0.0 -0.1
C -2.164 2.111 1.171 0.1 0.1 -0.3
C 2.307 2.477 3.662 -0.2 0.1 -0.4
C -0.992 6.533 1.250 0.0 0.0 0.1
C 0.260 -3.377 0.615 -0.1 -0.1 0.2
C 0.673 4.319 1.480 0.7 -0.6 0.0
C 6.847 4.450 0.211 0.1 0.1 0.0
C 2.115 2.434 -2.747 0.1 0.0 -0.2
C -2.709 -0.241 1.592 0.1 -0.2 -0.3
C 0.894 -2.520 -3.439 0.0 0.2 -0.1
C -2.393 2.171 -0.324 -0.1 -0.1 0.2
C 5.231 1.141 -0.328 0.1 -0.1 0.0
C 5.261 5.935 1.246 -0.1 0.0 0.1
C 1.569 1.868 -1.614 -0.1 0.0 0.1
C 0.408 -4.143 -1.765 0.0 0.0 -0.1
H -2.775 -0.765 2.543 0.0 0.0 0.0
H -3.099 2.341 1.692 0.0 0.0 0.0
H -1.082 0.197 3.560 0.0 0.0 0.0
H 7.832 4.249 -0.192 0.0 0.0 0.0
H 1.075 -2.248 -4.468 0.0 0.0 0.0
H -3.222 1.525 -0.626 0.0 0.0 0.0
H -0.696 -1.687 3.223 0.1 0.0 0.0
H -1.134 6.012 -0.827 0.0 0.0 0.0
H -1.428 2.868 1.434 0.0 -0.1 0.0
H 3.235 0.571 0.261 0.0 0.0 0.0
H 0.294 -5.814 2.956 0.0 0.0 0.0
H -1.634 7.398 1.158 0.0 0.0 0.0
H 1.464 2.452 -0.720 -0.1 0.0 -0.1
H 3.324 5.149 1.659 0.1 0.1 0.0
H 0.184 -5.156 -1.468 0.0 0.0 0.0
H 7.282 6.471 0.713 0.0 0.0 0.0
H 2.668 1.454 3.751 0.0 0.0 0.0
H -1.362 1.704 -1.907 0.1 -0.1 -0.1
H -3.690 0.198 1.399 0.0 0.0 0.0
H 2.637 2.065 -4.802 0.0 0.0 0.0
H -0.541 -3.864 4.289 0.0 0.0 0.0
H -0.697 1.857 3.140 0.0 0.0 0.0
H 3.103 3.147 3.994 0.0 0.0 0.0
H 1.437 2.621 4.301 0.0 0.0 0.0
H 5.460 0.165 -0.735 0.0 0.0 0.0
H 5.033 6.918 1.637 0.0 0.0 0.0
H 0.572 -4.599 -3.855 0.0 0.0 0.0
H 2.456 3.459 -2.728 0.0 0.0 0.0
H 0.332 4.062 -0.640 0.0 0.0 0.0
H 7.161 1.944 -0.730 0.0 0.0 0.0
H -0.657 6.810 3.353 0.0 0.0 0.0
H -2.626 3.199 -0.608 -0.1 0.0 0.0
H 0.817 4.852 3.562 0.0 0.1 0.0
H 1.844 -0.281 -4.717 0.0 0.0 0.0
H 0.794 -5.454 0.550 0.0 0.0 0.0
```
Forces are in eV/Å.